(1)
{"formula": "C5H4S3", "method": "the ωB97M-V functional and the def2-TZVPD basis", "relative_energy_ev": 1.790, "fmax_ev_per_a": 3.8, "smiles": "S=C1SC=CC=CS1", "energy_ev": -37752.855, "lumo_ev": -0.45, "species": ["C", "C", "C", "C", "C", "H", "H", "H", "H", "S", "S", "S"], "coordinates": [[0.225, 0.863, 0.728], [-1.689, -1.169, -0.388], [-1.171, -1.699, -1.469], [0.288, -1.712, -1.589], [1.180, -0.743, -1.396], [-2.791, -1.273, -0.362], [-1.800, -2.240, -2.200], [0.820, -2.764, -1.860], [2.340, -1.056, -1.279], [0.673, 1.828, 1.870], [-0.794, -0.683, 1.068], [0.648, 0.985, -1.040]], "nbo_charge": [-0.50, -0.35, -0.23, -0.21, -0.35, 0.23, 0.23, 0.22, 0.25, 0.17, 0.26, 0.26]}

=====

(2)
{"formula": "C7H3N2O3", "method": "the ωB97M-V functional and the def2-TZVPD basis", "relative_energy_ev": 0.000, "charge": -1, "fmax_ev_per_a": 3.4, "smiles": "N#CC(C#N)[C@@H]1C=C([O-])OC1=O", "energy_ev": -16430.603, "lumo_ev": 3.64, "species": ["C", "C", "C", "O", "O", "C", "O", "H", "H", "C", "C", "N", "C", "N", "H"], "coordinates": [[-0.407, 0.981, 1.743], [0.299, -0.300, 2.085], [-0.457, -1.496, 1.792], [-0.343, -2.669, 2.049], [-1.698, -0.994, 1.115], [-1.652, 0.375, 1.124], [-2.479, 1.058, 0.588], [-0.486, 1.688, 2.565], [1.114, -0.324, 2.839], [0.320, 1.907, 0.771], [1.570, 2.362, 1.388], [2.584, 2.671, 1.845], [-0.419, 3.162, 0.368], [-0.859, 4.127, -0.094], [0.355, 1.169, -0.023]], "nbo_charge": [-0.33, -0.65, 0.71, -0.66, -0.54, 0.80, -0.59, 0.21, 0.21, -0.43, 0.32, -0.32, 0.32, -0.33, 0.30]}

=====

Number 1: orbital gap 0.3088 hartree. Number 2: orbital gap 0.2756 hartree.